(1)
DFT (ωB97M-V/def2-TZVPD) results for a molecular structure, C19H24BN3O2Re.

Each line ends with the Löwdin charge.
Cartesian coordinates (Å):
1 Re 0.2738 -0.6682 -0.1212  1.64
2 C 2.2032 -1.7722 2.2228  -0.05
3 N 1.2048 -0.6920 2.0631  -0.36
4 C 1.8167 0.5815 2.5116  -0.05
5 C 0.0121 -0.9454 2.8972  -0.16
6 C -1.0819 -0.0225 2.4421  -0.25
7 C -2.0049 0.5123 3.3253  -0.01
8 C -3.0066 1.3536 2.8579  -0.04
9 C -3.0851 1.6634 1.5071  -0.05
10 C -2.1685 1.1220 0.6187  -0.08
11 C -1.1375 0.2847 1.0671  -0.26
12 H 2.5753 -1.7916 3.2503  0.11
13 H 3.0389 -1.5961 1.5486  0.10
14 H 1.7535 -2.7342 1.9845  0.09
15 H 2.1005 0.4858 3.5629  0.11
16 H 1.1061 1.3981 2.4049  0.10
17 H 2.7062 0.7995 1.9309  0.08
18 H 0.2403 -0.8159 3.9599  0.14
19 H -0.2731 -1.9961 2.7663  0.13
20 H -1.9393 0.2816 4.3817  0.13
21 H -3.7240 1.7717 3.5514  0.12
22 H -3.8622 2.3233 1.1454  0.12
23 H -2.2560 1.3669 -0.4319  0.09
24 N -1.4696 -2.0844 0.0485  -0.04
25 C -1.2097 -3.3766 -0.6161  -0.09
26 C 0.2853 -3.6031 -0.6251  -0.56
27 O 0.8277 -4.6584 -0.6720  0.16
28 O 0.9402 -2.4272 -0.5576  -0.20
29 H -1.6979 -2.2296 1.0285  0.11
30 H -2.2782 -1.6204 -0.3513  0.12
31 H -1.5489 -3.3255 -1.6508  0.14
32 H -1.7074 -4.2080 -0.1230  0.14
33 B 4.5793 0.9962 -0.6947  -0.36
34 C 3.1249 0.5478 -0.5350  -0.13
35 N 2.0080 0.2353 -0.3921  -0.01
36 H 4.5498 2.1987 -0.5386  0.04
37 H 4.8688 0.7316 -1.8380  0.04
38 H 5.2227 0.4270 0.1534  0.03
39 C -0.3311 0.0938 -1.5565  -0.15
40 C -0.6531 0.9590 -2.6361  -0.29
41 C -0.9927 0.4232 -3.8858  -0.02
42 C -1.2750 1.2762 -4.9351  -0.05
43 C -1.2056 2.6519 -4.7457  -0.04
44 C -0.8586 3.1897 -3.5108  -0.05
45 C -0.5856 2.3482 -2.4501  -0.03
46 H -1.0211 -0.6499 -4.0212  0.12
47 H -1.5383 0.8742 -5.9035  0.12
48 H -1.4184 3.3142 -5.5744  0.12
49 H -0.7992 4.2614 -3.3821  0.12
50 H -0.3087 2.7444 -1.4814  0.12

Calculated values
Charge: +1
Orbital gap in eV: 7.01
Total energy in eV: -31456.8148
LUMO energy in eV: -5.410
Relative energy (zero: lowest compared OMol25 entry of this formula, charge and spin) in kcal per mole: 5.78

=====

(2)
DFT (ωB97M-V/def2-TZVPD) results for a molecular structure, C19H24BeNO4S2.

Each line ends with the Löwdin charge.
Cartesian coordinates (Å):
1 Be 0.8255 1.0644 -0.8501  0.05
2 C -0.2276 2.2929 2.6178  -0.06
3 O 0.7653 1.5625 1.9071  -0.20
4 C 1.9508 2.3037 1.7647  -0.21
5 C 2.9170 1.4610 0.9815  -0.08
6 O 2.4470 1.2137 -0.3749  -0.16
7 C 3.2270 1.8013 -1.4407  -0.10
8 C 2.8186 1.0065 -2.6549  -0.12
9 O 1.3886 0.9551 -2.6512  -0.20
10 C 0.7660 1.8191 -3.6203  -0.03
11 H 0.1000 2.4785 3.6447  0.10
12 H -1.1297 1.6874 2.6319  0.07
13 H -0.4390 3.2446 2.1251  0.09
14 H 2.4000 2.5190 2.7431  0.14
15 H 1.7575 3.2597 1.2606  0.14
16 H 3.0335 0.4822 1.4448  0.15
17 H 3.8894 1.9445 0.9092  0.14
18 H 4.2874 1.6902 -1.2184  0.14
19 H 2.9685 2.8594 -1.5265  0.15
20 H 3.1778 -0.0193 -2.5747  0.15
21 H 3.1951 1.4498 -3.5764  0.14
22 H 1.1042 1.5316 -4.6148  0.11
23 H 1.0024 2.8646 -3.4196  0.10
24 H -0.3058 1.6740 -3.5338  0.10
25 S -1.5938 4.6835 -1.1110  0.64
26 C -0.7543 3.3379 -0.9773  -0.91
27 N -0.1320 2.3395 -0.8766  0.09
28 O 0.2755 -0.3853 -0.5377  -0.42
29 S -1.2278 -0.7272 -0.5708  1.16
30 C -1.7218 -0.7720 1.1279  -0.38
31 C -0.9099 -1.3639 2.0853  -0.06
32 C -1.3386 -1.3640 3.4006  -0.05
33 C -2.5595 -0.7871 3.7378  -0.05
34 C -3.3556 -0.1967 2.7680  -0.06
35 C -2.9340 -0.1790 1.4449  -0.08
36 C -1.2308 -2.4487 -0.9899  -0.38
37 C -2.4239 -2.9750 -1.4616  -0.07
38 C -2.4787 -4.3265 -1.7660  -0.06
39 C -1.3496 -5.1184 -1.6098  -0.05
40 C -0.1593 -4.5682 -1.1518  -0.05
41 C -0.0901 -3.2207 -0.8334  -0.06
42 H 0.0429 -1.7929 1.8070  0.12
43 H -0.7221 -1.8144 4.1666  0.12
44 H -2.8887 -0.7952 4.7682  0.12
45 H -4.2975 0.2600 3.0388  0.12
46 H -3.5306 0.3025 0.6803  0.12
47 H -3.2943 -2.3441 -1.5943  0.12
48 H -3.3994 -4.7571 -2.1346  0.12
49 H -1.3950 -6.1708 -1.8548  0.11
50 H 0.7186 -5.1902 -1.0430  0.11
51 H 0.8304 -2.7725 -0.4871  0.11

Calculated values
Charge: +1
Orbital gap in eV: 8.48
Total energy in eV: -51841.1421
LUMO energy in eV: -2.578
Relative energy (zero: lowest compared OMol25 entry of this formula, charge and spin) in kcal per mole: 1.83

=====

(3)
DFT (ωB97M-V/def2-TZVPD) results for a molecular structure, C19H24ClIN7O6Ti.

Each line ends with the Löwdin charge.
Cartesian coordinates (Å):
1 Ti 0.1428 0.3172 0.1275  1.17
2 O 1.6701 -1.7208 2.2740  -0.08
3 C 2.9845 -1.3430 1.9168  -0.23
4 C 3.0584 0.1530 1.6971  -0.14
5 N 2.4828 0.6637 0.4257  -0.19
6 C 2.6924 2.1157 0.3312  -0.07
7 C 1.7168 2.6141 -0.7154  -0.55
8 O 1.9553 3.3683 -1.6126  0.14
9 O 0.5140 2.0622 -0.5080  -0.16
10 C 3.0656 -0.0011 -0.7533  -0.06
11 C 2.1482 -1.1133 -1.2363  -0.57
12 O 2.3511 -1.7738 -2.2184  0.12
13 O 1.0727 -1.2280 -0.4666  -0.16
14 H 1.6492 -2.6748 2.3963  0.10
15 H 3.3362 -1.8923 1.0359  0.12
16 H 3.6881 -1.5654 2.7277  0.13
17 H 4.1180 0.4388 1.7174  0.14
18 H 2.5521 0.6636 2.5164  0.10
19 H 3.7223 2.3731 0.0752  0.15
20 H 2.4339 2.5658 1.2914  0.15
21 H 4.0634 -0.4005 -0.5541  0.15
22 H 3.1748 0.7198 -1.5668  0.15
23 C -2.0420 -2.0565 -4.4366  -0.03
24 N -1.3075 -0.9827 -3.7801  -0.12
25 C -0.3874 -0.1613 -4.5633  -0.01
26 C -1.3431 -0.7957 -2.4484  -0.38
27 N -0.7647 0.1940 -1.8405  0.08
28 N -2.0656 -1.7335 -1.7304  0.18
29 C -2.1875 -1.8238 -0.3524  -0.44
30 N -3.1352 -2.7136 0.0370  0.18
31 N -1.4266 -1.1718 0.4442  0.10
32 H -1.9893 -1.9048 -5.5097  0.10
33 H -3.1002 -2.0334 -4.1692  0.10
34 H -1.6130 -3.0374 -4.2150  0.11
35 H -0.3584 -0.5475 -5.5765  0.10
36 H 0.6207 -0.2232 -4.1475  0.10
37 H -0.7134 0.8799 -4.6035  0.10
38 H -0.3386 0.8556 -2.4768  0.08
39 H -2.4232 -2.5206 -2.2431  0.13
40 H -3.8844 -2.9701 -0.5810  0.12
41 H -3.2856 -2.8648 1.0191  0.12
42 H -1.6651 -1.3044 1.4214  0.11
43 Cl -4.3859 3.4004 4.6186  0.73
44 C -3.0893 2.5582 3.8421  -0.60
45 C -2.0848 2.0243 4.5941  -0.15
46 C -0.9950 1.3358 3.9930  -0.64
47 I 0.5154 0.6058 5.1950  1.01
48 C -0.9675 1.2013 2.6356  -0.36
49 O 0.0130 0.6016 1.9476  -0.21
50 C -2.0141 1.7452 1.8515  -0.15
51 N -1.8752 1.5544 0.5168  0.06
52 C -2.7679 2.0742 -0.2844  -0.09
53 C -3.8816 2.7992 0.1918  -0.02
54 C -4.0455 2.9760 1.5372  0.00
55 C -3.0848 2.4412 2.4238  -0.16
56 H -2.1091 2.1323 5.6692  0.10
57 H -2.6101 1.9241 -1.3454  0.11
58 H -4.5887 3.2076 -0.5156  0.11
59 H -4.8895 3.5249 1.9314  0.10

Calculated values
Charge: +1
Orbital gap in eV: 7.69
Total energy in eV: -86547.7327
LUMO energy in eV: -3.076
Relative energy (zero: lowest compared OMol25 entry of this formula, charge and spin) in kcal per mole: 5.98